Molecular formula: C26H21Br2N4O4Pt
Method: DFT, ωB97M-V/def2-TZVPD

```
58
Properties=species:S:1:pos:R:3:forces:R:3
Pt -0.0980 -0.4811 0.1709 -0.445 0.480 0.598
C -0.6819 2.5527 3.4972 0.025 0.000 0.007
C -0.1328 1.5879 2.4999 -0.247 0.272 -0.123
N -0.5757 1.5052 1.2994 0.680 -0.927 -0.209
N -1.4634 2.2727 0.7386 -0.748 0.658 -0.190
C -1.7666 1.9534 -0.5196 0.328 0.207 0.634
O -1.2070 1.0072 -1.1466 0.313 -0.524 -0.014
C -2.7834 2.7867 -1.1906 -0.146 -0.029 -0.177
C -3.4296 3.8236 -0.5192 0.042 -0.028 0.003
C -4.3990 4.5665 -1.1703 0.010 0.004 -0.001
C -4.7262 4.2819 -2.4894 -0.022 0.036 0.004
C -4.0802 3.2548 -3.1638 -0.018 0.023 -0.027
C -3.1117 2.5081 -2.5165 0.064 -0.029 0.088
C 0.9653 0.6757 2.8101 0.255 -0.150 0.086
C 1.5686 0.5912 4.0570 -0.032 0.104 0.001
C 2.6381 -0.2730 4.2306 0.036 -0.066 -0.073
C 3.0936 -1.0205 3.1563 0.000 0.065 0.006
C 2.4340 -0.8995 1.9445 0.135 -0.036 0.058
N 1.4027 -0.0795 1.7878 -0.302 -0.230 -0.144
H -1.3314 3.2656 2.9987 0.002 -0.002 0.006
H 0.1204 3.0876 4.0053 -0.002 0.011 -0.004
H -1.2637 2.0144 4.2493 0.009 0.002 0.007
H -3.1656 4.0411 0.5060 -0.005 -0.023 0.002
H -4.9000 5.3708 -0.6485 -0.004 -0.002 -0.007
H -5.4856 4.8676 -2.9909 0.009 -0.015 -0.017
H -4.3300 3.0409 -4.1944 -0.006 -0.001 0.003
H -2.5918 1.7066 -3.0239 -0.024 0.005 -0.020
H 1.2096 1.1954 4.8780 -0.021 -0.007 -0.024
H 3.1171 -0.3638 5.1962 -0.015 0.036 0.011
H 3.9340 -1.6919 3.2543 -0.010 -0.009 -0.029
H 2.7269 -1.4726 1.0746 -0.036 -0.029 0.023
C -3.1565 -1.8356 -0.6362 0.017 0.026 0.014
C -2.1596 -2.1253 -1.7077 0.035 -0.064 -0.085
C -2.5310 -2.8610 -2.8491 0.046 0.034 -0.004
C -1.6270 -3.0875 -3.8481 -0.020 -0.030 -0.022
C -0.3204 -2.5782 -3.7333 -0.031 0.108 0.277
C 0.7003 -2.7298 -4.7213 -0.013 -0.168 -0.316
Br 0.3370 -3.6628 -6.3086 0.067 0.136 0.214
C 1.9701 -2.2090 -4.5467 0.028 0.008 0.015
C 2.2818 -1.5206 -3.3931 0.376 0.163 0.054
Br 3.9929 -0.8136 -3.1378 -0.213 -0.111 -0.080
C 1.3176 -1.3036 -2.3503 0.091 0.058 0.056
O 1.5981 -0.6513 -1.3249 -0.106 -0.017 -0.121
C -0.0115 -1.8780 -2.5576 -0.289 -0.200 -0.206
N -0.9151 -1.6857 -1.5819 0.054 0.084 0.199
H -4.1381 -1.6544 -1.0722 0.007 -0.030 -0.014
H -2.8575 -0.9731 -0.0490 -0.028 0.022 0.024
H -3.2429 -2.6879 0.0420 0.014 -0.017 -0.020
H -3.5418 -3.2374 -2.9222 -0.006 0.018 -0.015
H -1.9078 -3.6482 -4.7284 -0.009 0.000 -0.003
H 2.7207 -2.3396 -5.3129 -0.009 -0.013 -0.004
C -1.3923 -3.1555 3.1191 0.007 0.130 -0.111
C -0.9341 -2.2072 2.0452 -0.155 -0.048 0.218
O -1.4781 -1.0695 1.9450 0.071 0.043 -0.287
O -0.0076 -2.5402 1.2559 0.208 0.144 -0.280
H -2.2365 -2.7262 3.6511 -0.001 -0.049 0.030
H -0.5719 -3.3402 3.8120 0.014 -0.012 -0.014
H -1.6707 -4.1086 2.6717 0.020 -0.012 0.004
```
Positions in Å, forces in eV/Å.

**Highest occupied orbital energy (alpha / beta)**: -10.83 / -10.74 eV
**Gap between HOMO and LUMO (alpha / beta)**: 7.4 / 5.1 eV
**2S+1**: 5
**Net charge**: +1
**LUMO energy (alpha / beta)**: -3.5 / -5.6 eV

Mulliken atomic charge list, values in e, 4 entries: 2.249, -1.635, 0.884, 0.619